Record 1
{
  "formula": "C5H9NS",
  "method": "ωB97M-V/def2-TZVPD",
  "species": ["C", "S", "C", "C", "N", "C", "C", "H", "H", "H", "H", "H", "H", "H", "H", "H"],
  "xyz": [[1.090841, -1.024180, 0.731677], [1.015977, 0.571505, 1.581977], [-0.431793, 0.971996, 0.626645], [-0.130535, 1.330807, -0.806280], [0.254038, 0.044350, -1.400522], [0.025925, -0.989213, -0.362201], [-1.132740, -0.362884, 0.384291], [0.881569, -1.888606, 1.390967], [2.103649, -1.189775, 0.310132], [-1.006961, 1.741645, 1.127609], [-1.019151, 1.800675, -1.275323], [0.735016, 2.008009, -0.966636], [1.251433, 0.040516, -1.591236], [-0.118727, -1.973274, -0.826315], [-1.486201, -0.812316, 1.351224], [-2.032340, -0.269255, -0.276011]],
  "atomic_forces_ev_per_a": [[1.2645, -1.3569, -0.4882], [0.4586, -0.1434, 0.2490], [-1.2160, 0.8665, -0.2327], [1.0999, 0.9783, -0.5951], [0.4765, -0.9018, -0.0611], [-0.2760, 0.0479, 0.1754], [-2.0036, -0.2399, 0.6604], [0.1098, 0.5234, -0.0710], [-0.4595, 0.1439, 0.2056], [-0.1898, -0.0166, 0.1980], [0.3410, -0.4348, 0.0283], [-0.6762, -0.0063, 0.4354], [-0.1778, 0.1644, -0.2485], [-0.1162, 0.2335, 0.2438], [0.6548, 0.0168, -0.9667], [0.7099, 0.1249, 0.4673]],
  "mulliken_charge": [-0.66, -0.19, 0.00, -0.62, -0.48, -0.18, -0.83, 0.35, 0.39, 0.40, 0.26, 0.31, 0.31, 0.35, 0.31, 0.29],
  "smiles": "C1S[C@H]2CN[C@@H]1C2",
  "homo_lumo_gap_ev": 9.35,
  "homo_energy_ev": -8.445
}


Record 2
{
  "formula": "C5H9NS",
  "method": "ωB97M-V/def2-TZVPD",
  "species": ["C", "C", "S", "N", "C", "C", "C", "H", "H", "H", "H", "H", "H", "H", "H", "H"],
  "xyz": [[-0.103193, 1.236915, 2.143997], [0.158145, 1.229257, 0.668148], [0.684835, -0.240467, 0.022329], [1.994216, -0.617487, 0.718511], [0.583042, -0.321227, -1.762531], [-0.872024, -0.604485, -1.902918], [-0.063981, -1.536185, -1.085373], [-1.101349, 0.887678, 2.423445], [0.643300, 0.622290, 2.639630], [0.003349, 2.260912, 2.499097], [-0.633530, 1.636574, 0.050616], [2.305824, -1.564087, 0.571947], [1.320803, -0.291126, -2.541254], [-1.590961, 0.044347, -1.417752], [-1.199010, -0.962555, -2.870487], [0.111549, -2.582398, -1.244954]],
  "atomic_forces_ev_per_a": [[0.0268, -0.0587, 0.1415], [-0.4294, -1.3623, -0.6024], [0.7397, 1.0262, -1.4595], [-0.0733, -0.0344, 0.1387], [-0.3949, 0.2267, 1.0724], [-0.3438, 0.1092, -0.0227], [0.1155, 0.3443, 0.6934], [0.0018, 0.0206, 0.0524], [0.0286, 0.0415, 0.2055], [0.0369, 0.0430, 0.1026], [0.0751, 0.1945, -0.2852], [-0.1985, -0.3727, -0.1161], [0.2878, 0.1291, 0.0593], [-0.0871, 0.0450, -0.0078], [0.1514, -0.1124, -0.0379], [0.0636, -0.2396, 0.0657]],
  "mulliken_charge": [-0.98, -0.40, 0.64, -0.69, -0.26, -0.43, -0.37, 0.25, 0.33, 0.31, 0.29, 0.23, 0.35, 0.13, 0.26, 0.34],
  "smiles": "CC=[S@]1(=N)[C@@H]2C[C@@H]21",
  "homo_lumo_gap_ev": 8.55,
  "homo_energy_ev": -7.775
}